Molecular formula: C43H54IIrN2O2PSTe
Method: DFT, the ωB97M-V functional and the def2-TZVPD basis

Properties
Multiplicity: 2
Calculated total energy (Ha): -3339.97683
HOMO (spin up / spin down) (eV): -12.73 / -12.82
Energy above the lowest of the compared OMol25 structures with the same formula, charge and spin (kcal per mole): 0.0
Total charge: +2
HOMO-LUMO gap (spin up / spin down) (eV): 7.06 / 6.15
E_LUMO (spin up / spin down) (Eh): -0.2084 / -0.2449

Structure (XYZ):
```
106
Properties=species:S:1:pos:R:3:forces:R:3:lowdin_spin:R:1
Ir -0.8758 1.4892 -0.7100 -3.27 -0.16 0.97 0.012
C 5.5073 -3.8981 4.7917 -0.06 0.01 -0.09 0.001
C 4.3395 -3.4143 3.9743 0.10 -0.04 0.06 0.002
C 3.8133 -2.1423 4.1534 -0.08 0.04 0.02 0.001
C 2.7179 -1.6976 3.4189 0.11 -0.01 0.05 0.007
C 2.1808 -0.3112 3.6631 0.07 -0.06 -0.08 0.022
C 2.1767 -2.5523 2.4639 -0.35 0.09 -0.05 0.108
Te 0.5122 -1.9009 1.2334 0.27 -1.00 0.63 0.501
N -0.9014 -0.3187 0.1307 0.83 0.33 -0.29 0.145
C -2.1797 -0.4415 -0.1215 0.09 -0.66 0.16 0.009
O -2.6379 0.3868 -1.0249 0.26 0.12 -0.75 0.005
C -3.1025 -1.4207 0.4752 -0.11 0.08 0.01 0.000
C -2.9800 -1.8559 1.7922 -0.05 0.09 0.04 -0.001
C -3.8548 -2.8092 2.2869 0.00 -0.01 -0.01 0.000
C -4.8503 -3.3287 1.4693 0.01 0.00 -0.01 0.000
C -4.9965 -2.8708 0.1657 0.01 -0.01 0.00 0.000
C -4.1305 -1.9104 -0.3304 0.02 -0.02 0.02 0.000
C 1.4928 -2.3136 -0.5699 0.02 0.23 -0.13 0.023
C 0.7679 -2.9614 -1.5814 -0.10 0.04 -0.01 0.019
C -0.6833 -3.3598 -1.4653 0.08 0.12 0.01 0.009
C 1.4195 -3.2605 -2.7747 -0.01 -0.03 -0.02 -0.003
C 2.7605 -2.9692 -2.9775 0.00 0.05 -0.08 0.020
C 3.4476 -3.3051 -4.2716 -0.02 0.02 0.05 0.004
C 3.4529 -2.3288 -1.9546 0.02 -0.06 0.04 -0.003
C 2.8472 -1.9766 -0.7564 0.09 -0.11 0.07 0.016
C 3.6967 -1.2586 0.2620 -0.05 0.07 -0.13 0.007
C 2.6357 -3.8636 2.2912 0.11 0.01 0.02 0.027
C 2.0050 -4.8584 1.3471 0.09 0.11 0.01 0.014
C 3.7315 -4.2585 3.0515 -0.08 -0.05 -0.03 0.008
H 5.9026 -3.1094 5.4285 0.01 0.00 0.00 0.000
H 6.3095 -4.2579 4.1467 0.01 0.01 0.01 0.000
H 5.2065 -4.7315 5.4276 0.00 0.01 0.02 0.000
H 4.2605 -1.4819 4.8882 -0.03 -0.02 0.03 0.000
H 2.4775 0.0476 4.6472 0.00 0.01 0.00 0.001
H 1.0893 -0.2850 3.6144 0.00 0.03 0.02 0.012
H 2.5672 0.3961 2.9227 -0.03 0.00 0.00 0.001
H -2.2437 -1.4080 2.4465 0.06 -0.05 -0.03 0.000
H -3.7645 -3.1442 3.3113 -0.01 0.00 0.00 0.000
H -5.5200 -4.0874 1.8518 -0.01 0.02 0.01 0.000
H -5.7824 -3.2658 -0.4636 0.00 0.00 0.00 0.000
H -4.2327 -1.5406 -1.3424 0.01 -0.03 -0.01 0.000
H -1.0282 -3.4191 -0.4337 -0.04 -0.03 -0.01 0.006
H -0.8450 -4.3329 -1.9270 0.00 0.00 -0.01 0.001
H -1.3193 -2.6383 -1.9842 -0.01 0.00 0.01 0.001
H 0.8597 -3.7552 -3.5610 0.01 -0.04 0.02 0.000
H 2.8522 -3.9884 -4.8737 0.00 -0.01 0.00 0.000
H 4.4205 -3.7604 -4.0890 0.00 -0.01 0.00 0.001
H 3.6183 -2.4006 -4.8593 0.00 0.00 -0.01 0.001
H 4.5038 -2.0970 -2.0953 -0.01 0.02 0.01 0.000
H 4.4768 -0.6861 -0.2409 -0.01 0.00 -0.02 0.000
H 4.1836 -1.9643 0.9362 0.01 0.05 0.01 0.000
H 3.1065 -0.5760 0.8760 0.06 0.02 0.00 0.006
H 0.9168 -4.7644 1.3251 -0.01 -0.04 -0.01 0.008
H 2.2427 -5.8727 1.6618 -0.02 0.00 0.00 0.001
H 2.3726 -4.7298 0.3273 -0.01 -0.01 -0.01 0.000
H 4.1097 -5.2682 2.9294 -0.02 0.00 0.03 0.002
C -4.3123 4.4906 -2.0527 -0.07 0.11 -0.04 0.000
S -3.8553 2.9439 -1.3041 0.49 -0.05 -0.06 0.000
O -2.3748 3.1960 -0.9213 0.37 0.18 -0.06 0.003
C -4.7303 3.0486 0.2219 -0.06 -0.12 0.15 0.000
C -5.6095 2.0146 0.5127 -0.01 0.03 -0.02 0.000
C -6.3217 2.0506 1.7048 -0.02 0.00 -0.03 0.000
C -6.1377 3.1039 2.5861 0.05 0.03 0.00 0.000
C -5.2286 4.1190 2.2969 -0.01 0.00 0.02 0.000
C -4.5148 4.0969 1.1127 -0.05 -0.01 -0.03 0.000
H -4.0380 5.3170 -1.4009 -0.01 0.01 0.00 0.000
H -5.3889 4.4678 -2.2219 0.00 0.03 0.00 0.000
H -3.7915 4.5628 -3.0060 0.00 -0.02 0.01 0.000
H -5.7385 1.1980 -0.1874 0.01 0.00 0.01 0.000
H -7.0224 1.2603 1.9366 0.00 0.00 0.01 0.000
H -6.7020 3.1414 3.5082 0.00 -0.02 0.00 0.000
H -5.0889 4.9356 2.9924 0.00 -0.01 0.01 0.000
H -3.8077 4.8852 0.8840 0.01 0.00 -0.01 0.000
C 3.0451 1.1256 -3.4641 -0.02 -0.01 0.03 0.000
C 2.1602 0.8920 -2.2345 0.21 -0.11 -0.03 0.000
P 0.5948 1.7753 -2.2903 0.09 0.25 -0.66 0.000
C 1.0943 3.5275 -2.4836 -0.16 0.12 0.22 0.000
C 0.0777 4.5850 -2.0477 0.05 -0.06 -0.08 0.000
C -0.1478 1.2849 -3.8872 -0.26 -0.11 0.08 0.000
C -1.6709 1.4299 -3.9700 0.08 0.06 0.01 0.000
H 3.9613 0.5447 -3.3629 0.00 0.00 0.00 0.000
H 3.3272 2.1720 -3.5746 0.01 0.00 0.01 0.000
H 2.5529 0.8071 -4.3824 0.00 -0.02 0.01 0.000
H 2.6899 1.2048 -1.3317 0.06 -0.09 -0.13 0.000
H 1.9281 -0.1672 -2.1229 -0.05 -0.02 0.00 0.000
H 1.3319 3.6625 -3.5402 0.15 -0.03 0.01 0.000
H 2.0195 3.6504 -1.9137 0.04 0.00 -0.06 0.000
H -0.8585 4.4943 -2.5946 -0.01 0.00 -0.01 0.000
H 0.4819 5.5799 -2.2300 0.02 -0.01 -0.01 0.000
H -0.1559 4.5049 -0.9878 -0.02 0.03 0.01 0.000
H 0.1354 0.2424 -4.0564 0.04 0.01 -0.02 0.000
H 0.3287 1.8950 -4.6562 0.10 -0.08 -0.03 0.000
H -2.1729 0.7847 -3.2518 -0.01 -0.01 -0.01 0.000
H -2.0166 1.1545 -4.9653 0.03 0.04 -0.02 0.000
H -1.9806 2.4588 -3.7758 -0.01 0.01 -0.04 0.000
I -1.1608 5.2251 3.6712 -0.10 0.09 0.07 0.000
C 0.0148 3.9816 2.5146 0.01 -0.10 -0.04 0.001
C 1.3833 3.8913 2.7202 0.05 0.02 -0.01 0.000
C 2.1221 3.0312 1.9231 0.00 0.02 0.06 0.000
C 1.4843 2.3010 0.9440 -0.09 0.00 0.19 0.003
N 0.1627 2.4095 0.7303 0.91 0.79 -0.17 0.000
C -0.5676 3.2348 1.5039 0.23 -0.07 0.12 -0.001
H 1.8662 4.4838 3.4856 -0.01 -0.01 0.01 0.000
H 3.1900 2.9318 2.0591 0.00 -0.02 -0.01 0.000
H 2.0152 1.6023 0.3166 -0.06 0.04 0.10 0.002
H -1.6258 3.2985 1.2904 -0.01 0.01 -0.07 0.000
```
Positions in Å, forces in eV/Å.